No. 1
65
Properties=species:S:1:pos:R:3:forces:R:3:nbo_charge:R:1 method="wB97M-V/def2-TZVPD" total_charge=-1 relative_energy_kcal_mol=13.35
F 0.995723 0.818831 -1.230538 1.09 1.96 -1.33 -0.55
F -0.675277 0.054831 -0.068538 -0.25 -0.37 0.73 -0.58
F 1.481723 -0.094169 0.787462 0.32 0.23 0.85 -0.56
F 0.907723 -1.359169 -0.915538 0.06 -2.16 -0.75 -0.55
O -1.098277 -2.240169 -2.712538 -1.01 1.49 -2.50 -0.74
O 3.821723 1.204831 0.240462 -1.48 -0.84 -0.47 -0.78
O 1.741723 0.921831 3.098462 -0.91 4.10 9.36 -0.71
O -3.006277 -1.041169 0.806462 1.51 -0.40 0.37 -0.80
O -1.348277 2.282831 -2.265538 0.88 1.40 0.95 -0.72
O 4.399723 -3.757169 1.227462 -2.34 2.24 3.57 -0.73
N -1.037277 5.613831 0.921462 1.15 -2.53 -0.05 -0.38
C 0.759723 1.023831 5.247462 -3.77 -9.08 -0.55 -0.56
C -0.615277 4.520831 0.938462 -0.86 1.30 0.23 0.31
C -2.768277 2.183831 -4.175538 2.36 2.26 -1.10 -0.62
C 3.945723 2.298831 -0.697538 -0.53 1.65 4.67 -0.04
C -0.195277 3.091831 1.055462 3.14 2.88 1.61 -0.73
C 2.344723 -2.849169 2.056462 -0.84 1.81 -1.22 -0.63
C 3.102723 -3.282169 0.815462 3.49 5.70 2.76 -0.05
C -5.448277 -0.758169 0.556462 3.04 -1.95 -4.61 -0.62
C -2.165277 -3.006169 -2.305538 0.38 -1.13 -1.25 -0.07
C 0.519723 0.585831 3.800462 1.02 -1.07 1.00 -0.09
C 5.367723 2.848831 -0.521538 -0.48 -3.49 -7.08 -0.59
C -2.030277 -4.377169 -3.044538 2.07 -2.55 4.48 -0.61
C -4.010277 -0.142169 0.335462 1.43 1.77 -0.22 -0.05
C -1.751277 1.460831 -3.263538 -2.34 -0.63 -1.98 -0.05
B 0.704723 -0.154169 -0.351538 -1.48 -0.04 -0.07 1.33
H -5.687277 -0.847169 1.532462 -0.81 0.10 3.19 0.20
H -0.977277 2.464831 1.072462 -2.90 -2.32 -1.16 0.26
H -0.510277 1.030831 3.694462 1.04 -0.17 -1.88 0.17
H 0.730723 1.963831 5.437462 0.31 6.10 1.05 0.19
H 5.507723 3.384831 0.266462 1.06 2.65 5.36 0.19
H 5.367723 3.587831 -1.357538 0.59 -0.27 0.29 0.19
H -2.162277 -4.450169 -4.066538 -0.35 0.55 -2.09 0.20
H 3.311723 -2.324169 0.213462 -0.58 -1.28 0.64 0.17
H -0.257277 0.500831 5.783462 2.66 1.54 -0.93 0.16
H -0.659277 1.759831 -1.868538 0.78 0.12 1.03 0.49
H -5.475277 -1.811169 0.112462 0.49 0.98 0.76 0.20
H -0.982277 -5.061169 -2.808538 -2.38 2.58 -0.55 0.18
H 2.987723 -2.066169 2.510462 -0.85 -0.53 0.29 0.22
H -3.982277 0.877831 0.912462 0.00 -1.66 -0.70 0.14
H 0.690723 2.844831 0.477462 -0.54 -0.11 -0.77 0.27
H -3.076277 -2.485169 -2.611538 -0.15 -0.22 -0.22 0.16
H 3.242723 3.184831 -0.220538 1.23 -1.93 -1.96 0.14
H -3.585277 0.150831 -0.702538 -1.88 -0.43 1.03 0.18
H 3.841723 2.097831 -1.735538 -0.96 -0.55 -0.74 0.17
H -2.561277 3.165831 -4.829538 0.46 -1.28 2.49 0.19
H 2.607723 -3.886169 0.247462 -2.83 -4.12 -3.38 0.15
H 4.767723 -4.264169 0.597462 1.87 -2.65 -3.52 0.45
H 0.531723 -0.560169 3.700462 -0.91 1.58 0.51 0.17
H -2.017277 -0.847169 0.540462 -3.03 0.29 0.35 0.52
H -2.704277 -5.078169 -2.547538 -0.59 -0.05 -0.30 0.19
H -0.409277 -2.203169 -2.110538 2.01 0.12 2.06 0.49
H 1.560723 0.402831 5.551462 1.19 0.22 1.04 0.21
H 1.999723 -3.604169 2.696462 0.64 -1.56 1.27 0.20
H -2.296277 0.614831 -2.774538 0.24 0.07 -0.83 0.15
H -2.220277 -3.035169 -1.225538 0.00 -0.67 0.37 0.18
H 1.307723 -2.459169 1.816462 1.43 0.36 -0.35 0.22
H -3.010277 1.691831 -5.044538 -0.71 -2.51 -1.64 0.20
H 1.685723 0.662831 2.300462 -0.63 -3.00 -9.02 0.47
H -6.189277 -0.334169 -0.068538 -0.80 1.29 -0.18 0.21
H 2.891723 0.785831 0.386462 2.27 1.48 -0.95 0.50
H -0.961277 1.062831 -3.880538 0.66 -0.24 -0.04 0.16
H -3.621277 2.297831 -3.619538 -2.30 0.78 1.18 0.20
H 0.191723 2.881831 2.066462 0.05 0.77 0.09 0.26
H 6.176723 2.050831 -0.779538 -1.39 1.41 0.80 0.20

No. 2
ORCA calculation (wB97M-V/def2-TZVPD) on C14H39BNO12PS as an isolated structure.

Geometry as XYZ:
```
69
Properties=species:S:1:pos:R:3:forces:R:3:nbo_charge:R:1
S -0.865365 -2.399638 -0.553755 -0.42 -0.23 0.06 2.57
P -3.488348 0.684214 0.285348 -0.10 0.05 -0.40 1.36
O -0.173216 0.795421 -3.674792 0.14 -0.15 0.29 -0.75
O -2.068739 -1.341208 -0.726983 0.20 -0.37 -0.12 -0.71
O 0.792379 0.738666 -0.880710 -0.64 -0.13 0.26 -0.93
O -4.185396 0.636104 1.764785 0.25 -0.06 0.20 -0.99
O -4.575399 -0.186257 -0.541572 0.19 0.01 0.22 -0.96
O -0.020460 -1.523070 0.416581 0.04 -0.15 0.01 -0.74
O -0.953820 -6.474395 -1.248124 -0.01 -0.08 -0.02 -0.72
O -0.773273 2.201018 0.208743 -0.31 -0.28 0.13 -0.95
O -0.225579 -2.599728 -1.803980 -0.02 0.35 -0.05 -0.90
O 2.077494 0.114718 3.898161 -0.12 0.10 -0.14 -0.74
O -1.394680 -3.534942 0.135848 0.22 -0.03 0.06 -0.94
O -0.896824 5.116380 -0.489628 -0.08 0.04 -0.04 -0.73
N -0.567935 -0.074342 2.266055 0.04 -0.57 -0.41 -0.81
C -0.789748 -0.283928 0.880404 0.55 0.36 0.43 0.06
C 4.401795 0.761975 3.678698 -0.04 -0.04 -0.12 -0.63
C 2.975153 1.625146 5.565678 -0.13 0.01 0.00 -0.63
C -0.988756 0.850528 -5.951650 0.13 0.05 0.01 -0.63
C -0.147375 -7.815302 0.598387 -0.08 -0.06 -0.01 -0.63
C 1.371383 5.818999 -0.953819 -0.03 0.00 -0.09 -0.63
C 0.074014 -7.368545 -0.839562 0.10 0.19 0.20 0.10
C 0.196102 6.505974 1.162551 -0.10 0.03 0.02 -0.63
C 0.038239 6.177447 -0.314376 0.19 -0.12 0.11 0.10
C 1.440903 -6.723688 -1.018399 0.01 0.00 -0.10 -0.63
C -2.542902 0.414294 -4.018023 0.04 0.02 0.10 -0.63
C -1.297267 1.144529 -4.494000 -0.22 -0.18 -0.07 0.10
C 3.007385 1.182469 4.112313 0.21 -0.08 0.19 0.10
C -2.216349 -0.692629 0.549337 -0.15 0.39 -0.11 -0.29
B -0.225519 0.952965 0.000154 0.46 0.01 -0.25 1.20
H 1.967354 1.924346 5.853329 0.00 0.02 -0.02 0.22
H -1.428353 2.218675 -4.357389 0.08 0.02 0.05 0.18
H 1.583130 -6.413250 -2.053390 -0.01 -0.01 -0.01 0.22
H -0.109561 -6.953106 1.269869 0.05 0.01 -0.01 0.20
H 2.088605 6.636012 -0.861306 0.00 0.00 0.01 0.21
H 4.401351 0.451559 2.633965 -0.01 0.02 -0.01 0.22
H 1.238363 5.589778 -2.011071 -0.01 0.02 0.00 0.22
H -3.414870 0.697377 -4.608045 0.00 0.00 -0.01 0.22
H 3.278376 0.802460 6.219105 0.06 0.01 -0.01 0.20
H 0.411553 0.141167 2.436149 -0.06 0.21 0.25 0.41
H 2.244325 -7.410034 -0.745190 0.00 0.00 0.01 0.20
H -0.093442 1.384392 -6.269802 -0.01 0.02 0.01 0.22
H 2.349982 -0.630631 4.443690 0.01 -0.03 -0.01 0.47
H 0.442130 0.600292 -1.774438 0.32 0.29 -0.56 0.53
H -0.726744 -0.954396 2.751509 -0.21 0.13 0.20 0.37
H -0.394636 7.034886 -0.832347 -0.05 -0.02 -0.02 0.17
H 0.587637 5.638703 1.701494 0.05 0.00 -0.02 0.20
H -3.623276 1.068246 2.421302 -0.09 0.10 0.10 0.50
H -0.905767 -5.689321 -0.686947 -0.09 0.07 -0.06 0.47
H 4.745605 -0.085340 4.278329 0.02 0.04 0.05 0.20
H -2.595595 -1.387771 1.309989 -0.04 -0.11 -0.09 0.21
H 3.650067 2.464081 5.737026 0.02 -0.01 0.00 0.22
H -0.010197 -8.230581 -1.503890 -0.04 0.01 -0.03 0.17
H -1.379643 2.445426 -0.502943 0.03 0.32 -0.02 0.52
H -4.622296 -1.100013 -0.230519 -0.24 -0.10 -0.12 0.50
H 1.521208 -5.831870 -0.390632 0.00 -0.02 0.04 0.20
H -0.808180 -0.218514 -6.093079 -0.07 -0.01 0.00 0.20
H 1.794385 4.932442 -0.473541 0.01 0.02 0.04 0.20
H -0.023498 -0.153582 -3.778668 0.00 -0.03 -0.11 0.47
H 5.114776 1.577948 3.799447 0.00 0.00 0.02 0.22
H -1.818240 1.145610 -6.594514 -0.02 -0.01 0.01 0.22
H -1.128561 -8.277590 0.706921 0.00 -0.01 -0.02 0.22
H 0.881367 7.341575 1.312387 0.01 -0.01 0.00 0.21
H -2.406068 -0.667201 -4.103409 -0.01 0.00 -0.04 0.21
H 0.613021 -8.531336 0.914865 0.01 0.01 0.00 0.20
H -0.543843 4.338841 -0.039597 0.04 -0.01 0.04 0.47
H 2.659050 1.997576 3.476085 -0.07 -0.03 -0.03 0.18
H -0.767937 6.762468 1.601860 0.00 0.02 -0.02 0.22
H -2.749478 0.637498 -2.970275 -0.02 0.02 -0.01 0.21
```
Positions in Å, forces in eV/Å.

| no. | energy (Eh) |
| --- | --- |
| 1 | -1487.3603 |
| 2 | -2278.9734 |